# C5H13N3O

A structure of composition C5H13N3O (ωB97M-V/def2-TZVPD, the OMol25 dataset).

Element x y z (Å)
C1 1.67848 -0.79716 0.89837
C2 0.63605 -1.14237 -0.15647
N1 0.91115 -0.28788 -1.43045
O1 0.33528 -2.33078 -0.37116
H1 1.90225 -0.10110 -1.58997
H2 0.56237 -0.82327 -2.22165
H3 2.64144 -1.16824 0.53129
H4 1.45197 -1.32708 1.82160
H5 1.75745 0.26736 1.10634
C3 0.01502 2.16231 -0.32153
C4 -0.96359 -0.14009 0.24517
N2 -0.91660 0.25312 1.63787
N3 -2.06399 -1.00300 -0.10920
C5 -0.58463 0.85433 -0.70566
H6 -1.85500 0.51236 1.93068
H7 -0.66194 -0.54458 2.21019
H8 -2.44433 -0.79379 -1.02472
H9 -1.71816 -1.96536 -0.14293
H10 -1.08849 0.85285 -1.66608
H11 -0.80633 2.83944 -0.05799
H12 0.64107 2.07404 0.56232
H13 0.57053 2.60885 -1.14603

Cartesian forces (eV/Å) of the 6 atoms listed first:
-0.1 0.0 -0.1
-0.2 0.1 -0.2
-0.2 0.1 0.3
0.0 0.3 0.0
-0.1 -0.1 0.0
0.0 0.0 0.1

Results
- E (Eh) = -437.731003
- HOMO energy (eV) = -7.770
- gap between HOMO and LUMO (eV) = 8.3
- ΔE to the lowest compared entry with this formula, charge and spin (kJ/mol) = 323.16
- charge = 0